## A
One molecule with the formula C10H18N2O5. Source: OMol25; level of theory: wB97M-V/def2-TZVPD.

Summary:
* SMILES: CC[C@H](C)[C@H](N)C(=O)N[C@@H](CC(=O)O)C(=O)O
* HOMO energy: -9.65 eV
* net charge: 0
* molecular weight: 246.263 g/mol

XYZ file:
```
35
Properties=species:S:1:pos:R:3:nbo_charge:R:1
O 4.439 0.130 -0.008 -0.677
O 1.688 3.313 1.818 -0.592
O -1.889 2.096 -1.437 -0.608
O 1.052 1.582 3.035 -0.674
O 2.828 -0.714 1.304 -0.583
N -3.033 0.175 0.243 -0.805
N 0.051 2.077 -0.202 -0.617
C -1.168 -2.675 -2.225 -0.612
C -0.929 -0.876 -0.329 -0.196
C 1.350 2.167 1.818 0.787
C 2.277 1.185 -0.185 -0.535
C 3.175 0.087 0.476 0.799
C -1.670 -1.417 -1.518 -0.420
C -1.188 1.630 -0.534 0.677
C -1.578 0.360 0.204 -0.161
C 0.991 1.369 0.570 -0.174
C -0.762 -1.988 0.743 -0.617
H -0.138 -1.534 1.618 0.207
H -1.366 0.438 1.189 0.202
H 2.826 2.143 -0.129 0.254
H 1.356 2.255 3.660 0.495
H -2.659 -1.689 -1.014 0.213
H -3.331 1.063 0.700 0.352
H -0.197 -2.803 0.358 0.215
H -0.559 -3.328 -1.564 0.202
H 2.182 1.072 -1.296 0.264
H 0.363 3.033 -0.428 0.421
H -3.417 0.339 -0.689 0.368
H 0.037 -0.558 -0.714 0.182
H -1.989 -3.330 -2.460 0.215
H 4.814 -0.758 0.252 0.500
H 0.668 0.428 0.984 0.271
H -1.777 -0.627 -2.242 0.214
H -0.664 -2.441 -3.170 0.208
H -1.783 -2.208 1.174 0.228
```



## B
C10H18N2O5 as an isolated structure. Source: OMol25; level of theory: wB97M-V/def2-TZVPD.

Summary:
* HOMO energy: -10.36 eV
* net charge: 0
* molecular weight: 246.263 g/mol

XYZ file:
```
35
Properties=species:S:1:pos:R:3:nbo_charge:R:1
O -4.261 -2.666 0.812 -0.561
O -4.023 2.708 0.193 -0.561
O -1.741 2.923 -0.213 -0.690
O -0.660 -0.686 -1.647 -0.603
O -3.294 -2.052 -1.155 -0.681
N -1.234 0.287 0.212 -0.689
N 1.295 -2.169 0.014 -0.808
C 4.030 0.162 1.244 -0.636
C -2.923 2.211 -0.139 0.782
C -2.667 0.596 -0.223 -0.227
C -0.356 -0.396 -0.566 0.715
C 3.534 -0.377 -0.162 -0.421
C 2.086 0.069 -0.696 -0.229
C 1.025 -0.613 0.141 -0.158
C -3.811 -1.706 0.090 0.749
C -3.576 -0.221 0.781 -0.523
C 1.653 1.492 -0.759 -0.632
H -2.488 -1.398 -1.295 0.501
H -2.809 -0.384 1.910 0.236
H 1.191 -2.430 -0.951 0.355
H -1.011 2.092 0.115 0.513
H 0.710 1.420 -1.286 0.212
H -1.019 0.155 1.192 0.416
H 3.599 1.142 1.170 0.202
H 3.523 -1.482 -0.191 0.238
H 2.149 2.281 -1.423 0.244
H 3.863 -0.639 2.315 0.212
H 4.387 0.026 -0.765 0.218
H -2.919 0.335 -1.318 0.276
H 1.987 -0.535 -1.607 0.222
H 1.419 1.879 0.267 0.203
H -4.642 0.591 1.112 0.331
H 5.202 0.477 1.309 0.222
H 0.558 -2.659 0.383 0.349
H 1.224 -0.435 1.135 0.223
```



Most stable to least stable, the ends of the list are A and B.



## A
C4F12KO12S4 as an isolated structure. Source: OMol25; level of theory: wB97M-V/def2-TZVPD.

Summary:
* HOMO energy: -1.87 eV
* net charge: -3
* molecular weight: 635.374 g/mol

XYZ file:
```
33
Properties=species:S:1:pos:R:3:nbo_charge:R:1
K -0.371 0.065 -0.167 0.959
S -2.436 -3.016 -1.900 2.354
S 3.061 1.583 -0.516 2.317
S 1.388 -2.058 3.119 2.305
S -2.110 3.090 -0.191 2.315
F -1.156 4.504 -2.424 -0.339
F -2.035 -4.900 0.083 -0.355
F -4.077 -4.748 -0.690 -0.332
F 2.549 -3.428 1.147 -0.337
F -0.993 5.502 -0.468 -0.321
F -3.204 -3.218 0.642 -0.329
F 0.621 -4.224 1.688 -0.326
F -2.925 5.246 -1.518 -0.351
F 2.070 4.109 -0.791 -0.316
F 3.396 3.424 -2.318 -0.348
F 2.303 -4.615 2.982 -0.337
F 4.207 3.949 -0.383 -0.341
O -2.265 2.032 -1.155 -0.998
O 4.347 1.049 -0.936 -1.018
O 2.033 1.063 -1.431 -1.018
O -3.300 3.424 0.607 -0.992
O 2.642 -1.836 3.861 -1.001
O -1.650 -1.932 -1.336 -1.013
O 1.065 -1.048 2.120 -0.990
O 2.903 1.587 0.931 -0.954
O 0.258 -2.391 4.001 -1.011
O -1.811 -3.906 -2.851 -0.983
O -0.926 2.931 0.634 -1.000
O -3.754 -2.581 -2.321 -1.015
C 1.736 -3.698 2.197 0.704
C 3.157 3.389 -0.992 0.689
C -1.738 4.676 -1.200 0.699
C -2.984 -4.025 -0.423 0.682
```



## B
C4F12KO12S4 as an isolated structure. Source: OMol25; level of theory: wB97M-V/def2-TZVPD.

Summary:
* HOMO energy: -0.47 eV
* net charge: -3
* molecular weight: 635.374 g/mol

XYZ file:
```
33
Properties=species:S:1:pos:R:3:mulliken_charge:R:1
K -1.342 1.170 0.400 1.100
S -4.175 -1.826 -0.488 1.011
S 1.966 0.888 2.739 1.054
S 1.820 2.710 -1.588 0.997
S 0.834 -1.661 -1.400 1.055
F -0.282 -4.111 -1.266 -0.196
F 2.636 4.403 0.321 -0.212
F -4.898 -1.145 -2.967 -0.208
F 0.744 -3.565 0.534 -0.277
F -5.725 0.332 -1.577 -0.246
F 1.701 5.436 -1.288 -0.238
F -6.630 -1.739 -1.691 -0.259
F 1.898 -4.126 -1.165 -0.224
F 1.670 -1.570 3.849 -0.209
F 3.575 4.681 -1.729 -0.230
F 3.362 -0.346 4.723 -0.219
F 1.265 0.122 5.203 -0.242
O 0.544 1.010 2.366 -0.628
O -3.418 -0.687 0.079 -0.587
O 2.684 1.637 -1.086 -0.551
O -0.328 -1.052 -0.757 -0.492
O -4.992 -2.530 0.454 -0.674
O 0.775 -1.632 -2.874 -0.703
O 2.092 -1.175 -0.868 -0.594
O 2.493 2.161 3.278 -0.707
O -3.280 -2.694 -1.287 -0.589
O 2.808 0.343 1.636 -0.549
O 1.759 2.747 -3.067 -0.691
O 0.504 2.604 -1.023 -0.636
C -5.453 -0.986 -1.799 0.532
C 0.790 -3.533 -0.865 0.461
C 2.106 -0.321 4.219 0.448
C 2.496 4.458 -1.015 0.503
```



Most stable to least stable, the ends of the list are A and B.



## A
One molecule with the formula F2HOPS. Source: OMol25; level of theory: wB97M-V/def2-TZVPD.

Summary:
* SMILES: OP(F)(F)=S
* HOMO energy: -10.12 eV
* net charge: 0
* molecular weight: 118.044 g/mol

XYZ file:
```
6
Properties=species:S:1:pos:R:3:nbo_charge:R:1
S -0.500 -1.824 1.059 -0.513
P 0.098 -0.307 -0.037 2.054
F 1.351 0.608 0.641 -0.566
F 0.796 -0.676 -1.395 -0.539
O -0.871 0.800 -0.506 -0.954
H -0.874 1.398 0.238 0.517
```



## B
One molecule with the formula F2HOPS. Source: OMol25; level of theory: wB97M-V/def2-TZVPD.

Summary:
* SMILES: OP(F)(F)=S
* HOMO energy: -11.07 eV
* net charge: 0
* molecular weight: 118.044 g/mol

XYZ file:
```
6
Properties=species:S:1:pos:R:3:nbo_charge:R:1
S -1.309 1.908 -0.007 -0.377
P -0.229 0.373 0.008 1.929
F -0.125 -0.868 -1.401 -0.608
F -0.903 -0.857 0.757 -0.552
O 1.330 0.215 0.368 -0.906
H 1.236 -0.771 0.274 0.514
```



Most stable to least stable, the ends of the list are A and B.